Record 1
49
Properties=species:S:1:pos:R:3:lowdin_charge:R:1 method="wB97M-V/def2-TZVPD" gap_ev=8.43 relative_energy_ev=0.000 multiplicity=1 smiles=OC1(c2ccccc2)c2ccccc2N(Cc2ccccc2)c2ccccc21 total_charge=0
O -1.293 -3.090 -0.133 0.01
C -0.890 -1.748 -0.323 -0.37
C -2.107 -0.836 -0.286 -0.11
C -2.202 0.323 -1.064 -0.03
C -3.318 1.170 -1.020 -0.07
C -4.360 0.863 -0.151 -0.09
C -4.335 -0.331 0.573 -0.08
C -3.216 -1.150 0.532 -0.02
C 0.072 -1.482 0.819 -0.06
C -0.208 -1.954 2.104 -0.01
C 0.717 -1.825 3.109 -0.10
C 1.919 -1.228 2.896 -0.09
C 2.217 -0.720 1.656 0.00
C 1.288 -0.822 0.593 -0.16
N 1.497 -0.201 -0.617 -0.01
C 2.281 1.043 -0.689 -0.10
C 1.839 1.992 0.397 -0.22
C 2.785 2.611 1.234 -0.05
C 2.356 3.539 2.216 -0.07
C 0.973 3.837 2.394 -0.09
C 0.032 3.244 1.547 -0.07
C 0.488 2.338 0.583 -0.02
C 1.009 -0.861 -1.769 -0.13
C 1.656 -0.722 -3.025 -0.02
C 1.128 -1.358 -4.136 -0.11
C -0.014 -2.130 -4.061 -0.07
C -0.603 -2.317 -2.781 -0.01
C -0.135 -1.682 -1.650 -0.09
H -0.474 -3.589 -0.049 0.12
H -1.402 0.588 -1.749 0.11
H -3.363 2.055 -1.602 0.09
H -5.218 1.514 -0.063 0.10
H -5.162 -0.655 1.171 0.10
H -3.248 -2.096 1.105 0.12
H -1.132 -2.433 2.302 0.10
H 0.481 -2.181 4.106 0.11
H 2.567 -1.138 3.750 0.11
H 3.124 -0.188 1.467 0.10
H 2.189 1.517 -1.656 0.12
H 3.342 0.810 -0.572 0.12
H 3.826 2.400 1.123 0.10
H 3.135 4.054 2.802 0.10
H 0.715 4.589 3.152 0.10
H -1.030 3.447 1.659 0.10
H -0.242 1.799 -0.012 0.09
H 2.595 -0.171 -3.131 0.11
H 1.643 -1.278 -5.086 0.10
H -0.449 -2.616 -4.930 0.10
H -1.472 -2.933 -2.733 0.11



Record 2
12
Properties=species:S:1:pos:R:3:lowdin_charge:R:1 method="wB97M-V/def2-TZVPD" gap_ev=10.41 relative_energy_ev=2.274 multiplicity=1 smiles=C1O[C@H]2C[C@H]2O1 total_charge=0
C -1.565 0.226 0.136 -0.19
O -0.750 0.764 -0.890 -0.04
C 0.474 0.084 -0.863 -0.26
C 1.365 0.353 0.324 0.00
C 0.440 -0.838 0.286 -0.26
O -0.801 -0.679 0.914 -0.04
H -2.426 -0.293 -0.306 0.13
H -1.908 1.043 0.781 0.13
H 0.848 -0.251 -1.824 0.15
H 2.438 0.209 0.239 0.10
H 1.055 1.170 0.971 0.12
H 0.788 -1.859 0.182 0.15



Energy, record by record: -30840.6028, -8338.1868 eV